The following is a quantum chemistry calculation of a 2-piece molecular cluster, C3H9N2OP overall, from OMol25.

Results
max |F| = 0.0697 hartree/bohr
SMILES = C1=CC1.NP(N)O
multiplicity = 1

Atoms and positions in Å:
1 C -2.015 0.413 -0.555
2 C -2.812 0.753 0.692
3 C -1.743 0.090 0.929
4 N 1.407 -1.388 0.445
5 N 3.123 0.088 -0.339
6 O 0.785 0.893 -0.663
7 P 1.638 0.244 0.561
8 H -2.216 -0.368 -1.285
9 H -1.526 1.260 -1.037
10 H -3.684 1.362 0.967
11 H -0.766 -0.125 1.434
12 H 0.969 -2.077 1.026
13 H 1.958 -1.870 -0.350
14 H 3.647 -0.698 -0.018
15 H 3.813 0.827 -0.523
16 H -0.094 1.201 -0.417



The following is a quantum chemistry calculation of one molecule with the formula C3H9N2P, from OMol25.

Results
max |F| = 0.0720 hartree/bohr
SMILES = C[C@@H]1CN1NP
multiplicity = 1

Atoms and positions in Å:
1 C 0.155 -0.691 -1.387
2 C 0.504 -0.647 0.048
3 C 1.974 -0.614 0.372
4 N 0.095 0.598 -0.712
5 N -1.506 1.083 -0.543
6 P -1.921 1.333 1.113
7 H 0.990 -0.910 -1.970
8 H -0.713 -1.187 -1.607
9 H -0.232 -0.952 0.753
10 H 2.194 -1.594 0.248
11 H 2.265 -0.167 1.291
12 H 2.468 -0.072 -0.433
13 H -1.313 2.004 -0.908
14 H -0.920 0.616 1.717
15 H -2.854 0.294 1.071



The following is a quantum chemistry calculation of an isolated ion of composition C3H9N2S and charge +1, from OMol25.

Results
max |F| = 0.2202 hartree/bohr
SMILES = C=[NH+]CCNS
total charge = +1
multiplicity = 1

Atoms and positions in Å:
1 C -0.677 -1.199 0.641
2 C 0.066 -0.716 -0.732
3 C 0.907 1.491 0.005
4 N -1.636 -0.056 1.075
5 N 1.104 0.290 -0.138
6 S -2.868 0.406 -0.386
7 H -1.228 -2.123 0.510
8 H 0.093 -1.067 1.482
9 H 0.455 -1.686 -0.969
10 H -0.440 -0.320 -1.559
11 H 0.190 2.154 -0.469
12 H 1.603 2.224 0.543
13 H -2.193 -0.182 1.752
14 H 1.850 -0.323 0.304
15 H -3.661 -0.670 -0.299



The following is a quantum chemistry calculation of a 2-piece molecular cluster, C3H9N2S overall, from OMol25.

Results
max |F| = 0.0240 hartree/bohr
total charge = +1
multiplicity = 1

Atoms and positions in Å:
1 C -0.479 -0.881 0.078
2 C -2.119 1.269 0.332
3 C 1.772 -0.146 -0.275
4 N -0.273 -2.144 -0.275
5 N 2.323 0.991 -0.086
6 S -1.443 0.133 -0.908
7 H -0.376 -0.631 1.123
8 H -1.346 1.920 0.728
9 H -2.597 0.698 1.120
10 H -2.870 1.863 -0.185
11 H 2.418 -0.913 -0.714
12 H 0.313 -2.732 0.299
13 H 1.792 1.756 0.319
14 H -0.407 -2.412 -1.241
15 H 3.291 1.229 -0.315



Result set for HOMO: -8.5; -9.0; -13.2; -12.8 eV, one per record in the order listed.
Result set for energy above the lowest of the compared OMol25 structures with the same formula, charge and spin: 301.68; 311.80; 397.06; 241.00 kJ/mol, one per record in the order listed.
Result set for calculated total energy: -17571.08634; -15522.17051; -17062.05143; -17063.66884 eV, one per record in the order listed.